This record from the Open Molecules 2025 dataset describes one molecule with the formula C7H6F2N2 in a non-equilibrium geometry. The level of theory is ωB97M-V/def2-TZVPD.

Atoms and positions in Å:
C  2.193  0.893  -0.193
C  1.041  0.131  -0.267
C  -0.011  1.024  -0.020
C  -0.267  -1.767  0.638
C  0.406  -1.178  -0.642
C  -1.139  -1.101  -0.425
C  -1.590  0.303  -0.105
N  1.926  2.132  0.167
N  0.538  2.237  0.229
F  -2.342  0.864  -1.051
F  -2.242  0.454  1.123
H  3.245  0.557  -0.390
H  -0.512  -2.828  0.931
H  -0.277  -1.272  1.616
H  0.686  -1.963  -1.246
H  -1.926  -1.535  -1.107
H  0.273  3.051  0.741

Atoms 1-2, force components in eV/Å:
C 1.7 -0.5 -0.1
C -3.4 0.2 -1.5

E (eV): -15768.614
Strongest force on any atom (eV/A): 4.81
Orbital gap (eV): 9.99
Multiplicity: 1
SMILES: FC1(F)c2[nH]ncc2[C@H]2C[C@H]21
Relative energy (zero: lowest compared OMol25 entry of this formula, charge and spin) (kJ/mol): 0.0
HOMO (hartree): -0.330
LUMO energy (eV): 1.00

---

This record from the Open Molecules 2025 dataset describes C7H6HfN3O4S as an isolated structure in a non-equilibrium geometry. The level of theory is ωB97M-V/def2-TZVPD.

Atoms and positions in Å:
Hf  -2.031  -0.139  -0.778
C  1.677  -0.022  -2.696
C  1.361  -0.073  -1.253
N  0.173  -0.139  -0.707
C  0.367  -0.127  0.688
C  1.738  -0.081  0.963
N  2.323  -0.046  -0.288
C  2.599  -0.052  2.123
O  2.011  -0.102  3.332
O  3.822  0.009  2.023
C  -0.734  -0.150  1.734
O  -0.315  -0.174  2.942
O  -1.960  -0.139  1.398
H  0.760  -0.047  -3.293
H  2.297  -0.875  -2.987
H  2.215  0.900  -2.940
H  3.321  0.004  -0.436
H  1.009  -0.142  3.287
S  -4.641  -0.139  -0.778
C  -6.401  -0.144  -0.778
N  -7.561  -0.146  -0.778
H  -2.031  1.823  -0.778

Atoms 1-2, force components in eV/Å:
Hf -3.0 2.6 2.7
C -0.1 0.0 -0.4

E (eV): -32150.138
Strongest force on any atom (eV/A): 5.70
Orbital gap (eV): 7.51
Multiplicity: 1
HOMO (hartree): -0.509
Net charge: +1
LUMO energy (eV): -6.34

---

This record from the Open Molecules 2025 dataset describes C7H6InNO6 as an isolated structure in a non-equilibrium geometry. The level of theory is ωB97M-V/def2-TZVPD.

Atoms and positions in Å:
O  0.303  -1.759  -3.975
C  0.004  -1.153  -3.035
In  0.029  -0.013  -1.140
O  3.051  -1.863  -1.976
C  2.486  -0.902  -1.742
C  1.583  1.421  0.136
O  2.546  1.681  0.723
C  -1.615  2.396  -0.899
O  -1.866  3.051  0.041
C  1.189  2.088  -2.470
O  1.982  2.895  -2.591
H  -2.132  1.730  -1.747
C  -1.060  -2.079  2.453
C  -0.555  -0.972  1.621
N  -0.865  0.300  1.857
O  0.032  -1.301  0.542
H  -1.250  -1.709  3.456
H  -0.315  -2.865  2.488
H  -1.984  -2.504  2.046
H  -0.343  1.047  1.423
H  -1.219  0.515  2.792

Atoms 1-2, force components in eV/Å:
O -1.6 2.9 4.2
C 1.7 -4.4 -6.4

E (eV): -26283.099
Strongest force on any atom (eV/A): 7.93
Orbital gap (spin up / spin down) (eV): 6.11 / 6.96
Multiplicity: 1
Relative energy (zero: lowest compared OMol25 entry of this formula, charge and spin) (kJ/mol): 212.8
HOMO (spin up / spin down) (hartree): -0.578 / -0.586
Net charge: +2
LUMO energy (spin up / spin down) (eV): -9.63 / -8.99

---

This record from the Open Molecules 2025 dataset describes one molecule with the formula C7H6N2 in a non-equilibrium geometry. The level of theory is ωB97M-V/def2-TZVPD.

Atoms and positions in Å:
C  0.070  0.627  1.673
C  -1.838  -0.762  1.975
C  1.231  1.249  -0.331
C  0.149  -1.501  -2.187
C  0.143  0.865  -1.221
C  0.183  -0.307  -1.713
C  -0.626  -0.121  2.478
N  0.531  1.438  0.924
N  -2.865  -1.140  1.698
H  1.871  0.333  -0.200
H  1.768  2.123  -0.487
H  0.649  -1.754  -3.116
H  -0.298  -2.252  -1.524
H  -0.724  1.564  -1.381
H  -0.244  -0.363  3.412

Atoms 1-2, force components in eV/Å:
C 0.4 1.2 -1.0
C 3.1 2.1 1.6

E (eV): -10332.230
Strongest force on any atom (eV/A): 4.07
Orbital gap (eV): 9.86
Multiplicity: 1
SMILES: C=C=CCN=C=CC#N
Relative energy (zero: lowest compared OMol25 entry of this formula, charge and spin) (kJ/mol): 389.6
HOMO (hartree): -0.338
LUMO energy (eV): 0.65